C28H44Cl2IrNP | wB97M-V/def2-TZVPD

Output
LUMO energy (spin up / spin down), eV: 2.55 / 2.47
Highest occupied orbital energy (spin up / spin down), eV: -1.3 / -4.5
Gap between HOMO and LUMO (spin up / spin down), eV: 3.800 / 6.981
Net charge: -1
Spin multiplicity: 5

Each line ends with the Mulliken charge.
Element x y z (Å)
P (0.14, -0.68, -0.26)  -0.707
C (1.66, -0.13, -1.30)  0.209
C (1.84, -0.61, -2.76)  -0.111
C (3.14, -0.15, -3.40)  -1.003
C (3.53, 1.30, -3.14)  -0.724
C (3.14, 1.87, -1.77)  -0.963
C (1.79, 1.39, -1.24)  -0.028
C (-1.25, 0.17, -1.18)  0.713
C (-0.98, 0.27, -2.66)  -0.794
C (-2.21, 0.73, -3.42)  -1.392
C (-2.83, 2.01, -2.85)  -0.809
C (-2.81, 2.12, -1.32)  -1.172
C (-1.59, 1.53, -0.61)  0.213
C (-0.05, -2.37, -1.11)  0.646
C (1.13, -3.31, -0.86)  -0.864
C (1.06, -4.62, -1.67)  -0.783
C (-0.29, -5.35, -1.59)  -0.790
C (-1.51, -4.41, -1.63)  -0.795
C (-1.37, -3.09, -0.85)  -0.813
H (2.44, -0.61, -0.68)  0.884
H (1.08, -0.20, -3.44)  0.041
H (1.73, -1.70, -2.85)  0.077
H (3.04, -0.29, -4.49)  0.352
H (3.96, -0.81, -3.08)  0.358
H (4.62, 1.38, -3.25)  0.370
H (3.10, 1.94, -3.93)  0.324
H (3.92, 1.60, -1.05)  0.407
H (3.11, 2.96, -1.84)  0.415
H (1.64, 1.75, -0.21)  -0.741
H (1.00, 1.86, -1.85)  0.102
H (-2.09, -0.52, -1.02)  0.729
H (-2.95, -0.08, -3.39)  0.428
H (-0.68, -0.69, -3.09)  0.121
H (-0.19, 1.01, -2.83)  0.037
H (-1.94, 0.88, -4.47)  0.416
H (-3.86, 2.05, -3.20)  0.413
H (-2.32, 2.88, -3.29)  0.263
H (-2.90, 3.17, -1.03)  0.423
H (-3.69, 1.59, -0.94)  0.365
H (-1.76, 1.49, 0.47)  -0.195
H (-0.73, 2.21, -0.75)  0.015
H (-0.05, -2.18, -2.19)  -0.092
H (2.07, -2.80, -1.12)  0.345
H (1.19, -3.55, 0.21)  0.490
H (1.26, -4.43, -2.74)  0.302
H (1.86, -5.29, -1.34)  0.441
H (-0.32, -5.94, -0.66)  0.315
H (-0.38, -6.07, -2.42)  0.347
H (-2.41, -4.94, -1.28)  0.417
H (-1.69, -4.17, -2.68)  0.338
H (-2.21, -2.45, -1.14)  0.117
H (-1.50, -3.26, 0.22)  0.484
Ir (-0.05, -0.29, 1.88)  1.228
Cl (-2.17, -1.17, 1.58)  -0.556
Cl (2.12, 0.24, 2.56)  -0.612
C (-0.80, 1.30, 2.98)  -1.425
H (-1.46, 1.02, 3.83)  0.167
C (-0.61, 2.72, 2.95)  1.093
C (-1.07, 3.69, 3.91)  -0.802
C (-1.08, 5.04, 3.59)  -0.328
C (-0.62, 5.46, 2.33)  -0.673
C (-0.06, 4.55, 1.44)  -0.271
C (-0.01, 3.20, 1.78)  0.852
H (-1.41, 3.37, 4.89)  0.351
H (-1.46, 5.77, 4.31)  0.334
H (0.32, 4.89, 0.48)  0.407
H (0.47, 2.49, 1.13)  -0.497
H (-0.70, 6.52, 2.08)  0.335
C (-0.21, -1.24, 7.35)  -1.058
C (0.67, -1.56, 6.12)  -0.438
C (0.11, -1.21, 4.81)  0.646
N (-0.11, -1.05, 3.68)  -0.341
H (-0.27, -0.16, 7.49)  0.294
H (0.22, -1.68, 8.26)  0.338
H (-1.21, -1.67, 7.23)  0.318
H (1.63, -1.04, 6.24)  0.219
H (0.90, -2.64, 6.11)  0.276


C28H44F3N2O6PPtS | wB97M-V/def2-TZVPD

Output
LUMO energy (spin up / spin down), eV: -6.28 / -9.54
Highest occupied orbital energy (spin up / spin down), eV: -14.3 / -14.8
Gap between HOMO and LUMO (spin up / spin down), eV: 8.051 / 5.293
Net charge: +2
Energy above the lowest of the compared OMol25 structures with the same formula, charge and spin, kcal/mol: 6.8
Spin multiplicity: 5

Each line ends with the Mulliken charge.
Element x y z (Å)
Pt (0.16, 0.14, -0.33)  3.602
C (0.96, 0.93, 5.67)  -1.715
C (-0.15, 0.37, 4.77)  0.286
C (-1.45, 0.19, 5.56)  -1.504
C (0.27, -0.95, 4.11)  1.334
C (0.35, -2.06, 4.94)  -0.554
C (0.55, -3.33, 4.43)  -1.611
C (0.61, -3.54, 3.06)  -0.671
C (0.55, -2.48, 2.17)  0.876
C (0.57, -2.83, 0.70)  3.539
C (1.89, -3.49, 0.27)  -1.978
C (-0.60, -3.71, 0.26)  -1.274
C (0.48, -1.16, 2.71)  -0.452
N (0.56, -0.05, 1.86)  0.303
C (1.05, 1.11, 2.26)  -1.294
C (0.84, 2.26, 1.52)  0.836
C (1.34, 3.58, 1.74)  -1.906
C (0.99, 4.29, 0.65)  -1.004
C (0.28, 3.39, -0.27)  -0.496
N (0.12, 2.21, 0.31)  0.898
C (-0.10, 3.76, -1.67)  2.644
C (-1.02, 2.74, -2.32)  -1.439
C (-0.77, 5.15, -1.65)  -1.722
C (1.22, 3.84, -2.47)  -1.683
H (0.68, 1.92, 6.04)  0.446
H (1.93, 1.00, 5.18)  0.364
H (1.10, 0.28, 6.54)  0.391
H (-0.37, 1.10, 4.00)  0.255
H (-1.31, -0.46, 6.42)  0.399
H (-2.24, -0.22, 4.94)  0.214
H (-1.78, 1.16, 5.94)  0.452
H (0.22, -1.93, 6.00)  0.406
H (0.62, -4.18, 5.11)  0.447
H (0.70, -4.55, 2.68)  0.552
H (0.46, -1.87, 0.15)  -2.184
H (1.81, -4.56, 0.45)  0.534
H (2.75, -3.11, 0.83)  0.342
H (2.06, -3.35, -0.79)  0.406
H (-0.72, -4.56, 0.94)  0.322
H (-0.40, -4.12, -0.73)  0.481
H (-1.55, -3.18, 0.22)  0.011
H (1.65, 1.16, 3.16)  0.707
H (1.88, 3.91, 2.61)  0.630
H (1.20, 5.33, 0.45)  0.590
H (-1.96, 2.64, -1.78)  0.008
H (-0.56, 1.76, -2.40)  0.141
H (-1.25, 3.07, -3.34)  0.562
H (-1.65, 5.17, -1.00)  0.321
H (-1.09, 5.39, -2.66)  0.466
H (-0.08, 5.93, -1.33)  0.405
H (1.67, 2.85, -2.60)  0.262
H (1.96, 4.49, -1.99)  0.395
H (1.00, 4.25, -3.46)  0.494
F (3.61, -0.93, 0.71)  -0.163
C (4.09, -0.75, -0.53)  0.641
F (4.39, -1.91, -1.07)  -0.181
F (5.13, 0.04, -0.49)  -0.194
S (2.80, 0.09, -1.54)  0.894
O (2.31, 1.16, -0.66)  -0.666
O (3.38, 0.42, -2.78)  -0.472
O (1.61, -0.86, -1.60)  -0.792
C (-3.85, -0.78, 2.59)  -1.619
C (-2.89, -1.60, 1.77)  0.379
O (-2.92, -1.22, 0.35)  -0.041
P (-2.22, -0.01, -0.34)  -1.115
O (-2.71, 1.33, 0.26)  -0.226
C (-4.11, 1.81, 0.09)  -0.240
C (-4.33, 2.94, 1.05)  -1.252
O (-2.72, -0.07, -1.80)  -0.169
C (-2.58, -1.25, -2.68)  -0.079
C (-3.87, -2.03, -2.72)  -1.239
H (-3.89, -1.21, 3.60)  0.492
H (-4.86, -0.83, 2.18)  0.368
H (-3.54, 0.26, 2.67)  0.243
H (-3.17, -2.65, 1.76)  0.455
H (-1.87, -1.52, 2.13)  -0.175
H (-4.78, 0.97, 0.26)  0.414
H (-4.20, 2.12, -0.95)  0.392
H (-4.29, 2.61, 2.09)  0.294
H (-5.31, 3.37, 0.86)  0.434
H (-3.58, 3.72, 0.90)  0.234
H (-1.74, -1.85, -2.32)  0.143
H (-2.32, -0.83, -3.65)  0.390
H (-4.08, -2.51, -1.76)  0.247
H (-3.78, -2.81, -3.48)  0.441
H (-4.70, -1.38, -2.99)  0.328


C28H44F3N2O6PPtS | wB97M-V/def2-TZVPD

Output
LUMO energy (spin up / spin down), eV: -6.59 / -9.85
Highest occupied orbital energy (spin up / spin down), eV: -14.0 / -15.3
Gap between HOMO and LUMO (spin up / spin down), eV: 7.445 / 5.469
Net charge: +2
Energy above the lowest of the compared OMol25 structures with the same formula, charge and spin, kcal/mol: 0.0
Spin multiplicity: 5

Each line ends with the Mulliken charge.
Element x y z (Å)
Pt (-0.53, 0.67, -0.47)  4.364
C (4.43, 0.79, 2.98)  -1.456
C (2.99, 0.27, 3.00)  0.790
C (2.87, -0.91, 3.98)  -1.570
C (1.99, 1.36, 3.39)  0.274
C (2.04, 1.87, 4.65)  -0.418
C (1.08, 2.80, 5.10)  -1.335
C (0.02, 3.21, 4.28)  -0.982
C (-0.10, 2.75, 2.99)  0.663
C (-1.32, 3.17, 2.21)  0.173
C (-2.33, 2.00, 2.19)  -0.934
C (-1.04, 3.77, 0.83)  -1.308
C (0.97, 1.88, 2.50)  -0.329
N (1.07, 1.59, 1.15)  0.606
C (2.14, 1.89, 0.50)  0.011
C (2.33, 1.55, -0.87)  0.359
C (3.47, 1.91, -1.67)  -1.950
C (3.21, 1.41, -2.89)  -1.081
C (1.89, 0.71, -2.81)  -0.383
N (1.39, 0.84, -1.58)  -0.105
C (1.30, 0.02, -3.98)  2.909
C (2.42, -0.73, -4.73)  -1.797
C (0.19, -0.96, -3.62)  -1.141
C (0.74, 1.15, -4.89)  -1.740
H (5.10, 0.01, 2.61)  0.454
H (4.77, 1.05, 3.99)  0.363
H (4.56, 1.68, 2.35)  0.312
H (2.74, -0.10, 2.01)  -0.041
H (3.29, -0.66, 4.96)  0.493
H (3.44, -1.76, 3.60)  0.435
H (1.83, -1.22, 4.13)  0.339
H (2.84, 1.56, 5.32)  0.480
H (1.14, 3.19, 6.11)  0.425
H (-0.72, 3.89, 4.66)  0.505
H (-1.79, 3.97, 2.80)  0.734
H (-1.93, 1.15, 1.65)  -0.185
H (-3.25, 2.31, 1.68)  0.458
H (-2.58, 1.67, 3.20)  0.530
H (-0.72, 3.03, 0.09)  0.019
H (-0.27, 4.55, 0.87)  0.386
H (-1.95, 4.22, 0.44)  0.445
H (2.92, 2.48, 0.98)  0.709
H (4.34, 2.46, -1.35)  0.553
H (3.81, 1.48, -3.78)  0.525
H (2.94, -1.45, -4.08)  0.397
H (3.16, -0.06, -5.17)  0.425
H (1.96, -1.29, -5.55)  0.445
H (0.58, -1.79, -3.03)  0.248
H (-0.25, -1.36, -4.53)  0.662
H (-0.60, -0.47, -3.06)  -0.388
H (1.51, 1.87, -5.17)  0.453
H (-0.08, 1.67, -4.40)  0.258
H (0.37, 0.68, -5.80)  0.460
F (-3.52, -0.62, -3.07)  -0.070
C (-3.83, 0.68, -3.14)  0.492
F (-5.13, 0.85, -3.02)  -0.194
F (-3.41, 1.16, -4.29)  -0.211
S (-2.97, 1.56, -1.76)  0.899
O (-1.55, 1.66, -2.23)  -0.893
O (-3.63, 2.80, -1.54)  -0.553
O (-2.99, 0.60, -0.64)  -0.805
C (-4.20, -2.58, 0.67)  -1.053
C (-3.24, -1.71, 1.43)  0.200
O (-1.84, -2.02, 1.08)  -0.008
P (-1.03, -1.62, -0.21)  -1.573
O (-1.71, -2.23, -1.48)  0.079
C (-1.76, -3.68, -1.74)  -0.252
C (-2.77, -3.91, -2.83)  -1.295
O (0.29, -2.47, -0.04)  -0.173
C (1.04, -2.54, 1.19)  -0.022
C (0.79, -3.87, 1.87)  -1.460
H (-5.21, -2.41, 1.07)  0.473
H (-3.97, -3.64, 0.80)  0.334
H (-4.21, -2.33, -0.39)  0.059
H (-3.28, -1.90, 2.50)  0.422
H (-3.43, -0.66, 1.25)  -0.144
H (-2.02, -4.19, -0.82)  0.376
H (-0.76, -3.99, -2.04)  0.325
H (-3.77, -3.61, -2.51)  0.260
H (-2.80, -4.98, -3.05)  0.477
H (-2.51, -3.37, -3.73)  0.262
H (0.75, -1.71, 1.84)  0.039
H (2.08, -2.42, 0.91)  0.426
H (-0.24, -3.93, 2.23)  0.248
H (1.47, -3.98, 2.72)  0.464
H (0.98, -4.68, 1.17)  0.351